The following is a DFT calculation (wB97M-V/def2-TZVPD) of a structure of composition C51H48GeMnN3O2SSb at a distorted geometry.

CARTESIAN COORDINATES (ANGSTROEM)
Mn -0.387 -0.437 0.472
C -2.758 1.201 0.793
C -2.124 1.303 2.156
N -1.065 0.258 2.338
C 0.025 0.749 3.226
C 0.814 1.873 2.573
S 0.991 1.593 0.798
C -0.120 2.789 -0.010
C -1.110 2.059 -0.910
N -1.758 0.871 -0.259
H -3.487 0.400 0.785
H -3.283 2.124 0.550
H -1.674 2.280 2.309
H -2.893 1.187 2.918
H -1.489 -0.504 2.813
H -0.382 1.105 4.166
H 0.675 -0.092 3.442
H 0.368 2.854 2.708
H 1.817 1.913 2.987
H -0.606 3.377 0.769
H 0.490 3.464 -0.603
H -1.872 2.766 -1.232
H -0.606 1.694 -1.793
H -2.275 0.420 -0.975
C 5.463 1.494 4.121
C 5.262 0.113 4.143
C 4.594 -0.515 3.100
C 4.135 0.286 2.044
C 4.328 1.673 2.000
C 4.997 2.273 3.060
Sb 3.439 -0.523 0.306
C 3.614 0.864 -1.220
C 4.963 1.151 -1.439
C 5.289 2.080 -2.424
C 4.284 2.688 -3.166
C 2.945 2.368 -2.947
C 2.595 1.448 -1.966
C 4.402 -2.151 -0.470
C 5.363 -2.844 0.271
C 6.052 -3.877 -0.351
C 5.770 -4.207 -1.677
C 4.802 -3.509 -2.399
C 4.115 -2.462 -1.802
H 5.998 1.970 4.939
H 5.638 -0.481 4.973
H 4.418 -1.581 3.126
H 3.980 2.271 1.164
H 5.170 3.345 3.049
H 5.761 0.678 -0.866
H 6.330 2.322 -2.608
H 4.547 3.413 -3.932
H 2.171 2.832 -3.550
H 1.560 1.172 -1.822
H 5.578 -2.591 1.307
H 6.819 -4.418 0.197
H 6.323 -5.010 -2.159
H 4.599 -3.767 -3.433
H 3.387 -1.900 -2.373
O 2.634 -2.947 2.073
C 1.892 -2.805 1.158
N 1.522 -1.439 0.652
C 0.844 -1.677 -0.592
O 0.538 -0.655 -1.289
C 0.786 -3.115 -0.888
C 0.353 -3.762 -2.021
C 0.521 -5.141 -2.058
C 1.100 -5.832 -0.991
C 1.523 -5.161 0.156
C 1.352 -3.791 0.181
H -0.088 -3.226 -2.858
H 0.204 -5.689 -2.939
H 1.229 -6.911 -1.062
H 1.981 -5.686 0.991
C -1.471 -1.645 0.551
Ge -3.112 -2.849 0.396
C -4.110 -1.643 -0.693
C -5.404 -1.244 -0.342
C -6.140 -0.430 -1.200
C -5.588 -0.004 -2.406
C -4.294 -0.390 -2.763
C -3.560 -1.206 -1.910
C -2.770 -4.466 -0.519
C -3.334 -4.692 -1.781
C -3.132 -5.919 -2.417
C -2.374 -6.911 -1.798
C -1.820 -6.689 -0.541
C -2.013 -5.471 0.102
C -3.690 -3.053 2.174
C -2.827 -2.801 3.253
C -3.263 -2.969 4.564
C -4.568 -3.386 4.805
C -5.429 -3.655 3.740
C -4.993 -3.499 2.425
H -5.847 -1.566 0.597
H -7.151 -0.135 -0.931
H -6.169 0.619 -3.078
H -3.872 -0.071 -3.712
H -2.568 -1.539 -2.214
H -3.943 -3.933 -2.263
H -3.579 -6.105 -3.386
H -2.231 -7.871 -2.292
H -1.252 -7.478 -0.053
H -1.595 -5.318 1.097
H -1.791 -2.519 3.072
H -2.587 -2.791 5.398
H -4.912 -3.519 5.828
H -6.442 -3.996 3.936
H -5.670 -3.743 1.607

Output
E_HOMO (alpha / beta) = -15.701 / -15.701 eV
orbital gap (alpha / beta) = 0.2684 / 0.2686 hartree
total charge = +3


The following is a DFT calculation (wB97M-V/def2-TZVPD) of a structure of composition C51H48N10O5P2STi at a distorted geometry.

CARTESIAN COORDINATES (ANGSTROEM)
Ti 0.491 -0.525 -1.045
C 3.935 -5.805 -1.542
P 3.230 -4.401 -0.578
C 4.341 -4.443 0.891
C 1.693 -5.135 0.091
C 1.747 -6.240 0.941
C 0.612 -6.736 1.562
C -0.602 -6.100 1.362
C -0.683 -5.019 0.499
C 0.444 -4.540 -0.181
P 0.170 -3.178 -1.423
C 0.891 -3.870 -2.978
C -1.583 -3.517 -1.873
H 4.283 -6.609 -0.893
H 4.779 -5.443 -2.134
H 3.185 -6.202 -2.229
H 4.464 -5.452 1.284
H 3.954 -3.798 1.682
H 5.324 -4.067 0.596
H 2.698 -6.732 1.118
H 0.678 -7.602 2.210
H -1.496 -6.452 1.866
H -1.642 -4.534 0.380
H 0.472 -3.312 -3.819
H 0.625 -4.921 -3.088
H 1.973 -3.763 -3.008
H -2.282 -3.073 -1.170
H -1.783 -3.107 -2.857
H -1.741 -4.591 -1.922
C -2.997 6.713 3.929
O -1.866 6.329 3.149
C -0.812 5.783 3.768
C -0.676 5.658 5.148
C 0.452 5.031 5.668
C 1.409 4.479 4.832
C 1.303 4.683 3.452
C 0.216 5.340 2.929
N 2.454 3.729 5.475
N 2.936 2.713 4.933
C 2.375 2.197 3.717
C 3.175 2.000 2.634
C 2.643 1.509 1.423
C 1.327 1.180 1.312
O 0.821 0.688 0.132
C 0.464 1.355 2.434
N -0.869 1.109 2.277
C -1.662 1.301 3.303
C -1.202 1.673 4.585
C 0.126 1.913 4.758
C 1.005 1.815 3.653
H -3.772 6.979 3.219
H -2.765 7.574 4.559
H -3.344 5.885 4.549
H -1.424 6.060 5.819
H 0.580 4.928 6.741
H 2.095 4.355 2.793
H 0.123 5.520 1.865
H 4.216 2.296 2.696
H 3.277 1.426 0.549
H -2.724 1.140 3.128
H -1.900 1.772 5.407
H 0.514 2.180 5.733
C 4.824 -1.396 -1.318
C 3.581 -1.106 -0.746
N 2.498 -0.852 -1.454
C 2.661 -0.750 -2.799
C 3.821 -1.127 -3.465
C 4.929 -1.487 -2.672
C 3.876 -0.996 -4.898
C 2.903 -0.351 -5.574
C 1.805 0.260 -4.873
C 0.927 1.195 -5.452
C 0.036 1.862 -4.657
C -0.028 1.552 -3.299
N 0.727 0.618 -2.743
C 1.659 0.006 -3.512
H 5.679 -1.568 -0.677
H 3.470 -1.085 0.329
H 5.864 -1.769 -3.142
H 4.752 -1.367 -5.419
H 2.973 -0.214 -6.647
H 1.000 1.421 -6.510
H -0.614 2.628 -5.060
H -0.710 2.083 -2.643
C 1.441 -2.181 2.164
C -0.032 -2.028 2.006
N -0.678 -1.696 0.902
C -2.030 -1.754 1.216
C -2.189 -2.119 2.507
N -0.910 -2.284 2.996
H 1.906 -2.042 1.192
H 1.684 -3.187 2.515
H 1.855 -1.453 2.866
H -2.801 -1.525 0.498
H -3.071 -2.262 3.110
H -0.670 -2.555 3.934
O -6.177 6.702 -1.943
S -5.167 5.742 -1.577
O -3.823 6.041 -2.045
O -5.225 5.272 -0.201
C -5.554 4.206 -2.497
N -6.608 4.061 -3.312
C -6.760 2.872 -3.890
C -5.908 1.799 -3.670
C -4.859 2.047 -2.808
N -4.668 3.224 -2.243
C -3.792 1.094 -2.409
C -3.242 1.256 -1.144
C -2.123 0.546 -0.781
N -1.514 -0.327 -1.622
C -2.061 -0.482 -2.838
C -3.196 0.172 -3.260
H -7.611 2.769 -4.556
H -6.084 0.829 -4.121
H -3.669 1.992 -0.471
H -1.680 0.686 0.198
H -1.533 -1.132 -3.522
H -3.561 0.018 -4.269

Output
E_HOMO (alpha / beta) = -8.771 / -8.771 eV
expectation value of S² = 0.75
multiplicity = 2
orbital gap (alpha / beta) = 0.1754 / 0.1676 hartree
total charge = +1


The following is a DFT calculation (wB97M-V/def2-TZVPD) of a structure of composition C51H49ClN3O3TeTi at a distorted geometry.

CARTESIAN COORDINATES (ANGSTROEM)
Ti 0.322 0.496 0.137
Cl -0.834 2.867 6.529
C -0.581 2.685 4.821
C 0.323 3.520 4.165
C 0.548 3.358 2.816
C -0.095 2.358 2.081
O 0.197 2.198 0.798
C -1.048 1.537 2.756
C -1.835 0.554 2.051
N -1.596 0.305 0.811
C -2.339 -0.433 -0.108
C -3.403 -1.277 0.100
C -4.037 -1.897 -0.988
C -3.651 -1.649 -2.277
C -2.577 -0.771 -2.540
C -2.134 -0.405 -3.827
C -1.106 0.494 -3.960
C -0.464 0.981 -2.820
N -0.809 0.611 -1.599
C -1.891 -0.209 -1.446
C -1.267 1.722 4.128
H 0.845 4.288 4.719
H 1.247 3.994 2.290
H -2.676 0.095 2.573
H -3.744 -1.476 1.108
H -4.850 -2.585 -0.802
H -4.178 -2.104 -3.106
H -2.617 -0.822 -4.702
H -0.778 0.824 -4.935
H 0.355 1.684 -2.887
H -1.978 1.084 4.638
C -2.749 -9.756 -1.378
C -2.244 -8.374 -1.058
C -1.915 -7.471 -2.059
C -1.445 -6.193 -1.767
C -1.121 -5.277 -2.920
C -1.298 -5.783 -0.428
Te -0.743 -3.632 -0.013
N 0.313 -1.558 0.596
C 0.891 -1.241 1.697
O 1.295 0.013 1.804
C 1.135 -2.119 2.877
C 0.087 -2.793 3.493
C 0.319 -3.552 4.631
C 1.599 -3.637 5.160
C 2.645 -2.951 4.557
C 2.412 -2.186 3.426
C 1.274 -3.950 -0.633
C 2.153 -4.744 0.115
C 1.704 -5.537 1.311
C 3.496 -4.803 -0.254
C 3.991 -4.096 -1.339
C 5.447 -4.155 -1.717
C 3.107 -3.312 -2.064
C 1.761 -3.224 -1.732
C 0.891 -2.299 -2.542
C -1.653 -6.683 0.584
C -1.581 -6.329 2.052
C -2.104 -7.961 0.258
H -2.887 -9.888 -2.451
H -3.704 -9.942 -0.884
H -2.046 -10.516 -1.030
H -2.031 -7.771 -3.096
H -1.225 -5.801 -3.871
H -0.097 -4.907 -2.843
H -1.794 -4.416 -2.925
H -0.912 -2.702 3.087
H -0.500 -4.078 5.104
H 1.780 -4.228 6.049
H 3.643 -3.006 4.974
H 3.216 -1.632 2.958
H 1.028 -4.946 1.927
H 2.560 -5.838 1.917
H 1.168 -6.432 0.991
H 4.170 -5.414 0.338
H 5.981 -4.879 -1.102
H 5.915 -3.176 -1.583
H 5.568 -4.440 -2.764
H 3.483 -2.743 -2.910
H 1.322 -2.130 -3.530
H 0.817 -1.341 -2.021
H -0.120 -2.690 -2.652
H -1.427 -5.262 2.185
H -0.760 -6.857 2.543
H -2.505 -6.620 2.558
H -2.362 -8.650 1.058
C 7.781 -0.904 -3.427
C 6.547 -0.500 -2.670
C 5.357 -0.188 -3.315
C 4.220 0.197 -2.623
C 3.007 0.628 -3.401
C 4.243 0.243 -1.204
C 3.110 0.559 -0.405
O 1.850 0.468 -0.795
C 5.469 -0.044 -0.541
C 5.565 -0.010 0.961
C 6.579 -0.400 -1.279
H 7.585 -0.986 -4.496
H 8.156 -1.865 -3.068
H 8.577 -0.171 -3.280
H 5.317 -0.228 -4.399
H 3.271 0.811 -4.443
H 2.599 1.547 -2.978
H 2.219 -0.126 -3.369
H 3.261 0.827 0.635
H 4.842 -0.694 1.411
H 5.362 0.991 1.352
H 6.562 -0.307 1.281
H 7.508 -0.622 -0.762

Output
E_HOMO (alpha / beta) = -6.051 / -6.648 eV
expectation value of S² = 0.78
multiplicity = 2
orbital gap (alpha / beta) = 0.1668 / 0.1888 hartree


The following is a DFT calculation (wB97M-V/def2-TZVPD) of a structure of composition C51H50N3O2P2RbSe3SiTe2 at a distorted geometry.

CARTESIAN COORDINATES (ANGSTROEM)
Rb -1.298 -2.913 1.860
C -2.849 -1.218 -2.203
Si -1.875 0.167 -1.194
C -2.925 1.772 -1.024
C -2.542 2.942 -1.649
C -3.139 4.192 -1.292
C -4.119 4.207 -0.272
C -4.490 3.046 0.399
C -3.954 1.839 -0.017
P -4.640 0.236 0.492
C -6.309 0.890 0.884
C -6.866 1.030 2.133
C -8.155 1.608 2.310
C -8.924 1.910 1.191
C -8.319 1.806 -0.087
C -7.048 1.351 -0.242
C -3.800 -0.134 2.094
C -3.082 0.773 2.842
C -2.597 0.439 4.100
C -2.823 -0.839 4.600
C -3.603 -1.764 3.910
C -4.108 -1.416 2.699
C -0.631 0.613 -2.569
C -1.040 0.873 -3.900
C -0.285 1.581 -4.791
C 0.929 2.147 -4.359
C 1.426 1.781 -3.109
C 0.662 1.016 -2.237
P 1.325 0.321 -0.647
C 3.152 0.185 -1.030
C 3.691 -0.132 -2.301
C 5.046 -0.310 -2.488
C 5.921 -0.279 -1.421
C 5.401 -0.020 -0.116
C 4.024 0.174 0.033
C 1.403 1.938 0.390
C 2.411 2.900 0.332
C 2.392 4.036 1.096
C 1.250 4.290 1.921
C 0.217 3.346 1.969
C 0.293 2.184 1.204
H -3.462 -0.769 -3.053
H -3.381 -1.930 -1.577
H -2.027 -1.804 -2.667
H -1.870 2.963 -2.521
H -2.883 5.119 -1.791
H -4.519 5.196 -0.046
H -5.202 3.110 1.169
H -6.316 0.719 3.009
H -8.524 1.719 3.323
H -9.899 2.396 1.267
H -8.854 2.143 -0.930
H -6.515 1.385 -1.148
H -2.918 1.799 2.409
H -2.016 1.147 4.735
H -2.501 -1.057 5.657
H -3.844 -2.726 4.314
H -4.678 -2.158 2.185
H -2.069 0.566 -4.165
H -0.749 1.846 -5.729
H 1.506 2.775 -4.981
H 2.442 2.045 -2.833
H 3.138 -0.104 -3.198
H 5.436 -0.513 -3.456
H 7.014 -0.245 -1.511
H 6.046 -0.016 0.767
H 3.634 0.441 1.042
H 3.261 2.653 -0.358
H 3.099 4.891 0.999
H 1.163 5.232 2.434
H -0.675 3.564 2.619
H -0.517 1.522 1.035
Se -3.523 -5.649 1.542
Se -3.250 -5.973 3.880
Te -0.872 -5.454 4.385
Se -0.872 -3.422 5.772
C 6.201 -3.131 -5.406
C 4.845 -3.015 -4.788
C 4.674 -3.303 -3.448
C 3.407 -3.126 -2.880
C 3.194 -3.298 -1.418
C 2.287 -2.937 -3.698
Te 0.397 -2.789 -2.853
C 2.471 -2.623 -5.062
C 1.301 -2.276 -5.947
C 3.783 -2.608 -5.567
H 6.079 -2.918 -6.464
H 6.686 -4.122 -5.245
H 6.930 -2.468 -5.025
H 5.549 -3.592 -2.807
H 4.080 -3.142 -0.848
H 2.836 -4.355 -1.171
H 2.401 -2.665 -0.965
H 1.103 -1.196 -5.841
H 0.412 -2.818 -5.628
H 1.591 -2.543 -6.973
H 3.998 -2.287 -6.575
O 1.069 -5.572 -3.319
N 0.124 -5.070 -2.987
N 1.905 -1.480 2.557
C 1.766 -0.684 3.401
N 1.806 0.297 4.274
C 2.948 1.138 4.288
C 3.824 0.822 5.455
O 3.166 0.776 6.687
C 2.287 -0.305 6.646
C 1.207 0.036 5.609
H 2.651 2.167 4.388
H 3.457 1.115 3.299
H 4.514 1.660 5.566
H 4.346 -0.132 5.289
H 1.830 -0.430 7.608
H 2.777 -1.236 6.385
H 0.689 0.961 5.872
H 0.484 -0.830 5.498

Output
E_HOMO = -1.156 eV
orbital gap = 0.1672 hartree
total charge = -2


The records above give, respectively, DFT total energy values of -167413.5485 -131328.3955 -107228.8971 -299997.6679 eV.